ORCA calculation (wB97M-V/def2-TZVPD) on 4 unconnected molecules or ions with the total composition C19H32BN4O11 at a distorted geometry.

```
67
Properties=species:S:1:pos:R:3:mulliken_charge:R:1
N 3.03 0.13 3.66 -0.460
C 3.81 -0.76 2.75 -0.768
C 3.00 -2.02 2.28 -0.426
O 2.64 -2.00 0.91 -0.529
C 1.81 -2.31 3.19 -0.641
C 0.53 -1.59 2.82 0.989
C 0.52 -0.45 2.06 -0.172
C -0.73 0.11 1.75 -0.692
N -1.88 -0.36 2.14 -1.004
N -1.79 -1.43 2.90 0.703
C -0.70 -2.08 3.28 -0.066
B -0.80 -3.39 4.23 0.214
N -0.78 -3.13 5.63 -0.524
O -0.89 -4.68 3.73 -0.565
H 2.92 1.02 3.17 0.180
H 3.61 0.29 4.48 0.260
H 4.27 -0.23 1.91 0.248
H 4.64 -1.14 3.36 0.443
H 3.70 -2.86 2.42 0.395
H 3.43 -1.93 0.36 0.411
H 1.59 -3.39 3.08 0.276
H 2.05 -2.18 4.25 0.383
H 1.44 -0.01 1.70 0.475
H -0.73 1.01 1.14 0.621
H -2.68 -1.80 3.23 0.274
H -0.19 -3.79 6.14 0.272
H -0.36 -2.22 5.79 0.295
H 0.01 -5.02 3.62 0.328
C 0.26 3.07 -2.87 -1.226
C 1.10 3.56 -1.72 0.508
C 2.05 2.53 -1.16 -0.416
O 2.18 2.94 0.21 -0.342
C 1.03 3.60 0.54 0.678
O 0.72 3.90 1.65 -0.555
O 0.28 3.85 -0.56 -0.333
H -0.40 2.26 -2.56 0.369
H -0.37 3.87 -3.24 0.131
H 0.89 2.72 -3.69 0.406
H 1.63 4.47 -2.00 0.256
H 3.01 2.53 -1.66 0.375
H 1.64 1.51 -1.18 0.266
C -2.44 -6.45 1.66 -0.967
C -2.46 -6.36 0.15 0.533
C -3.17 -7.50 -0.53 -0.514
O -2.51 -7.56 -1.79 -0.321
C -1.25 -7.06 -1.61 0.595
O -0.38 -7.14 -2.41 -0.513
O -1.14 -6.47 -0.39 -0.317
H -1.87 -7.32 1.99 0.349
H -1.94 -5.58 2.08 -0.091
H -3.44 -6.50 2.07 0.405
H -2.88 -5.39 -0.16 0.244
H -4.24 -7.32 -0.66 0.326
H -3.03 -8.46 -0.02 0.317
C -1.34 8.84 -5.78 -1.455
C -1.30 7.34 -5.73 0.480
C -1.81 6.76 -4.43 -0.525
O -1.09 5.52 -4.35 -0.353
C 0.08 5.70 -5.04 0.649
O 1.00 4.95 -5.01 -0.520
O 0.05 6.85 -5.75 -0.340
H -0.68 9.28 -5.03 0.361
H -0.99 9.20 -6.76 0.356
H -2.35 9.22 -5.63 0.378
H -1.83 6.91 -6.59 0.241
H -2.88 6.57 -4.45 0.328
H -1.57 7.36 -3.56 0.313
```

Summary:
LUMO energy, Ha: -0.1510
HOMO-LUMO gap, eV: 8.5
E_tot, hartree: -1814.57671
Charge: +1
2S+1: 1
HOMO, Eh: -0.465